Entry 1:
Here is a molecular structure, C33H35ClN4O7S4Yb in a non-equilibrium geometry from OMol25. Energies are from wB97M-V/def2-TZVPD.

```
85
Properties=species:S:1:pos:R:3:forces:R:3
Yb -0.9692 -0.0262 0.1147 2.6 -0.5 -2.5
Cl -1.8019 0.9357 -7.4750 0.0 0.0 -0.2
C -1.1988 0.7825 -5.8340 -0.2 -0.1 -0.1
C -0.2464 1.6818 -5.3821 0.1 -0.2 0.6
C 0.2002 1.5482 -4.0712 0.2 0.4 -0.6
C -0.2819 0.5498 -3.2415 -0.1 -0.7 0.9
O 0.1395 0.3824 -1.9760 0.0 0.1 -1.2
C -1.2575 -0.3885 -3.7042 0.5 0.9 -0.3
C -1.7852 -1.4587 -2.9311 0.2 -0.8 1.4
N -1.4005 -1.8151 -1.7045 -0.2 1.3 -1.6
C -1.7784 -3.0125 -1.1854 -0.7 -1.5 0.1
C -2.5209 -4.0044 -1.8541 0.4 0.8 0.1
C -2.7098 -5.2730 -1.3191 0.1 -0.5 0.5
C -2.1566 -5.6434 -0.1124 -0.2 0.1 -0.4
C -1.4243 -4.6874 0.6229 0.0 0.2 -0.1
C -0.7954 -4.9911 1.8452 0.2 0.3 0.2
C -0.1566 -3.9981 2.5473 -0.1 -0.6 -0.1
C -0.1577 -2.7021 2.0320 -0.1 0.4 -0.5
N -0.6873 -2.3950 0.8609 0.0 -0.7 0.5
C -1.2909 -3.3543 0.1322 0.0 -0.3 -0.1
C -1.6922 -0.2262 -5.0392 0.0 0.0 0.3
H 0.1356 2.4584 -6.0290 0.0 0.0 0.0
H 0.9271 2.2307 -3.6521 0.0 0.0 0.0
H -2.5253 -2.0502 -3.4712 0.0 0.0 0.1
H -2.9598 -3.7863 -2.8170 0.0 0.0 0.0
H -3.2968 -5.9938 -1.8789 0.0 0.0 0.0
H -2.2955 -6.6423 0.2847 0.0 0.0 0.0
H -0.8126 -6.0110 2.2136 -0.1 0.0 0.0
H 0.3469 -4.2048 3.4831 -0.1 0.0 0.0
H 0.2913 -1.8826 2.5813 0.0 0.1 0.0
H -2.4249 -0.9144 -5.4418 0.0 0.0 0.0
C 3.1053 2.8812 4.6259 0.0 0.3 -0.3
C 2.8662 1.4423 4.2107 -0.5 -0.4 -0.1
S 1.2852 0.9160 3.4115 0.4 0.3 0.1
C 0.0105 1.7602 4.4137 -0.1 -0.1 -0.3
C -0.8411 2.8384 3.6980 0.2 -0.1 -0.6
S -0.7192 3.1582 1.8350 0.3 0.1 1.3
C 1.0465 3.6642 1.7079 -0.5 0.0 -0.1
C 1.5720 4.4575 2.8966 0.3 -0.1 -0.1
S 3.3223 4.1200 3.3119 -0.1 -0.1 0.0
H 4.0480 2.9185 5.1788 -0.1 0.0 0.1
H 2.3089 3.2535 5.2720 0.1 -0.1 0.1
H 2.9923 0.8209 5.1034 0.1 0.0 0.0
H 3.6162 1.1487 3.4742 0.1 0.0 0.1
H 0.5246 2.1636 5.2884 -0.1 0.0 0.0
H -0.6511 0.9585 4.7314 -0.1 0.0 0.1
H -0.7568 3.7894 4.2311 -0.1 0.0 0.0
H -1.8890 2.5357 3.7286 0.0 -0.1 0.2
H 1.0749 4.2576 0.7979 0.1 0.0 -0.1
H 1.6249 2.7612 1.5382 0.1 0.0 0.1
H 1.0344 4.2288 3.8125 0.0 0.2 0.0
H 1.5159 5.5314 2.7177 -0.1 0.0 0.0
O -2.7218 -0.0165 3.7946 0.0 0.0 0.3
C -2.3978 -0.1534 2.6250 0.2 0.0 0.3
O -1.2161 0.0587 2.1491 -0.5 0.0 2.6
C -3.4344 -0.6447 1.5586 -0.3 -0.1 -0.1
O -4.5672 -0.9323 1.9120 -0.2 -0.1 0.1
O -2.9598 -0.7155 0.3718 -1.4 -0.5 0.4
O -2.0357 1.6473 -0.6027 -0.7 1.7 -1.0
N -1.7217 2.7739 -1.2563 -0.2 0.2 -0.1
C -2.2605 2.9115 -2.4857 -0.2 -0.2 -0.1
C -2.0450 4.0373 -3.2387 -0.1 0.0 -0.1
C -1.2597 5.0502 -2.7013 0.1 0.1 0.1
C -0.7163 4.8550 -1.4472 -0.2 0.0 -0.2
C -0.9199 3.6957 -0.6799 0.2 0.1 0.1
S 1.2661 1.4742 -1.2216 0.5 0.6 -0.2
H -2.8611 2.0780 -2.8236 0.0 0.0 0.1
H -2.4914 4.1191 -4.2198 0.0 -0.1 0.0
H -1.0950 5.9676 -3.2584 0.0 0.0 0.0
H -0.1097 5.6468 -1.0131 0.0 0.0 0.0
C 3.8634 -3.2955 -1.2460 0.1 0.1 0.1
N 2.6141 -2.5852 -1.1020 -0.1 -0.2 -0.3
C 1.7360 -2.5935 -2.2599 0.0 0.1 0.1
C 2.3406 -1.7612 -0.0548 -0.1 0.2 0.3
C 3.3402 -1.7564 1.0803 -0.1 0.1 0.0
O 1.3430 -1.0693 -0.0022 0.3 -0.5 0.1
H 3.7300 -4.0727 -1.9971 0.0 0.0 0.0
H 4.1661 -3.7763 -0.3160 0.0 0.0 0.0
H 4.6769 -2.6396 -1.5788 0.0 0.0 0.0
H 1.4730 -3.6214 -2.5220 0.0 0.0 0.0
H 2.2169 -2.1095 -3.1157 0.0 0.0 0.0
H 0.8271 -2.0527 -2.0133 0.0 0.1 0.0
H 4.3094 -1.3952 0.7329 0.1 -0.1 0.0
H 3.4518 -2.7537 1.5075 0.1 0.0 0.0
H 2.9532 -1.0848 1.8412 0.0 0.0 0.0
```
Forces are in eV/Å.

HOMO (spin up / spin down) ... 0.00 / 0.03 eV
Net charge ... -2
E_tot ... -142475.454 eV

Entry 2:
Here is 2 unconnected molecules or ions with the total composition C33H35F3N4O3S in a non-equilibrium geometry from OMol25. Energies are from wB97M-V/def2-TZVPD.

```
79
Properties=species:S:1:pos:R:3:forces:R:3
F -5.2083 0.0547 0.1643 0.8 0.5 -0.7
C -4.1986 0.6703 -0.4826 -0.5 0.0 -0.2
F -3.7889 -0.1182 -1.5155 -0.4 0.7 0.9
F -4.6235 1.8593 -0.9647 0.3 -1.1 0.2
S -2.8136 0.9759 0.7323 0.9 0.1 0.5
C -1.4466 1.5443 -0.2638 0.0 -0.2 -1.0
C -0.6230 2.4359 0.5255 0.2 1.0 0.6
C -0.0057 3.4938 -0.1602 0.0 -0.3 0.2
C 0.8521 4.3459 0.5000 0.5 0.1 -0.2
C 1.0982 4.2028 1.8685 -0.4 0.2 -0.1
C 1.9998 5.1035 2.5620 0.8 0.9 0.5
N 2.7200 5.8461 3.0984 -1.1 -1.2 -0.8
C 0.3533 3.2560 2.5727 0.2 -0.3 0.4
C -0.4903 2.3590 1.9271 0.5 -0.1 -0.4
O -3.2878 2.0539 1.5844 -0.1 -1.4 -0.8
O -2.4304 -0.3213 1.2704 -0.9 1.0 0.0
H -1.8644 2.0395 -1.1613 0.1 -0.1 0.7
H -0.2256 3.6175 -1.2207 0.2 0.1 0.3
H 1.3533 5.1131 -0.0740 0.1 0.1 0.1
H 0.4648 3.2276 3.6526 -0.1 -0.1 -0.1
H -1.0398 1.5911 2.4850 0.5 0.5 -0.1
C 2.0528 -5.8499 0.9975 0.4 0.1 -0.2
N 0.9752 -4.9181 0.8151 -0.8 -0.2 0.4
C -0.2906 -5.2411 1.2211 -0.2 0.3 -0.5
O -0.6576 -6.3091 1.6727 0.3 0.6 0.0
C -1.1653 -4.0048 0.9614 0.0 -0.4 -0.5
C -1.5947 -3.3324 2.2767 0.1 0.2 0.0
C -2.5295 -4.2033 3.0686 -0.1 0.2 0.1
C -3.8495 -4.3747 2.6298 0.2 -0.5 0.4
C -4.6850 -5.2691 3.3081 0.2 0.2 -0.2
C -4.2098 -5.9585 4.4245 0.2 0.0 0.1
C -2.9081 -5.7352 4.8930 -0.2 0.2 -0.3
C -2.0747 -4.8351 4.2267 -0.4 -0.4 -0.2
N -0.2881 -3.1576 0.1327 -0.3 -0.3 0.4
C -0.7364 -1.9731 -0.3522 1.3 0.7 -0.7
C 0.0846 -0.9919 -0.8933 -0.2 -2.0 1.0
C -0.4056 0.2146 -1.4309 -4.3 0.6 0.1
C 0.4258 1.0047 -2.3324 0.6 1.1 -1.1
C -0.1339 1.9970 -3.1766 1.3 0.0 -0.6
C 0.6593 2.7354 -4.0838 0.5 -0.7 0.9
C 2.0539 2.5068 -4.1787 -0.2 -0.7 0.8
N 2.8677 3.3060 -5.0109 -0.2 0.7 -0.7
C 3.8285 4.2559 -4.4708 -0.4 -0.5 0.2
C 3.1858 2.8909 -6.3639 -0.2 -0.2 0.2
C 2.6088 1.4807 -3.3810 -1.1 0.4 0.2
C 1.8094 0.7696 -2.4671 0.2 0.5 -0.3
C 1.1149 -3.6484 0.1067 -0.2 0.2 0.1
C 2.0936 -2.7436 0.8618 0.0 0.0 0.2
C 1.6065 -3.9182 -1.3212 -0.2 -0.2 0.0
H 1.6994 -6.6509 1.6416 0.0 0.0 0.0
H 2.3774 -6.2654 0.0402 0.0 -0.1 0.1
H 2.8968 -5.3440 1.4663 0.1 -0.1 0.1
H -2.0502 -4.3246 0.3743 0.3 0.2 0.3
H -0.6737 -3.1224 2.8482 -0.4 0.1 -0.1
H -2.0959 -2.3833 2.0488 0.3 -0.2 0.0
H -4.2082 -3.8351 1.7497 0.1 -0.2 0.2
H -5.6995 -5.4353 2.9417 0.3 0.0 0.2
H -4.8503 -6.6822 4.9343 0.2 0.3 -0.2
H -2.5307 -6.2765 5.7578 -0.2 0.1 -0.1
H -1.0529 -4.6544 4.5691 -0.3 -0.1 -0.1
H -1.8233 -1.8225 -0.3166 0.6 -0.2 0.2
H 1.1370 -1.2292 -1.0096 -0.4 0.3 0.3
H -1.4923 0.1355 -1.7265 1.8 -0.5 -0.7
H -1.1855 2.2220 -3.1600 -0.3 -0.1 0.1
H 0.2284 3.5343 -4.6719 -0.1 -0.1 -0.1
H 3.5101 4.5558 -3.4657 0.2 0.0 -0.2
H 4.8391 3.8179 -4.4279 0.0 0.2 0.1
H 3.8593 5.1384 -5.1262 0.0 -0.1 0.2
H 2.4243 2.1946 -6.7268 0.1 0.1 0.0
H 3.2163 3.7639 -7.0234 -0.1 0.0 0.0
H 4.1726 2.4085 -6.4305 0.0 -0.1 0.0
H 3.6700 1.2760 -3.4564 0.0 0.0 0.1
H 2.3100 0.0308 -1.8491 -0.1 0.1 -0.1
H 1.8311 -2.7079 1.9264 0.1 0.0 -0.2
H 3.0998 -3.1608 0.7417 -0.1 0.2 0.2
H 2.0989 -1.7187 0.4871 0.1 -0.3 0.1
H 1.0530 -4.7710 -1.7323 0.1 0.2 0.0
H 1.4709 -3.0571 -1.9787 0.0 -0.1 0.1
H 2.6692 -4.1778 -1.2905 -0.1 0.0 -0.1
```
Forces are in eV/Å.

HOMO ... -7.67 eV
E_tot ... -65876.541 eV

- E_tot of number 2 (C33H35F3N4O3S)?
  -65876.541 eV